1.
DFT (wB97M-V/def2-TZVPD) results for a single C2H6N2O2 molecule in a non-equilibrium geometry.

Atoms and positions in Å:
C 0.261 0.277 0.354
C 1.695 0.404 -0.128
N -0.367 -0.877 -0.388
O -1.739 -1.026 -0.216
N -2.411 0.226 -0.380
O -3.559 0.170 -0.088
H 0.006 -1.760 -0.034
H -0.269 1.216 0.189
H 0.228 0.060 1.430
H 2.257 -0.504 0.081
H 1.712 0.584 -1.200
H 2.184 1.231 0.379

Results
* E: -339.633936 Ha
* frontier orbital gap (alpha / beta): 0.345 / 0.345 hartree

---

2.
DFT (wB97M-V/def2-TZVPD) results for 2 unconnected molecules or ions with the total composition C6H13NO2 in a non-equilibrium geometry.

Atoms and positions in Å:
O -1.596 4.830 2.422
C -1.144 3.838 1.857
C -0.992 2.512 2.569
C -2.191 1.575 2.364
C -2.179 0.801 1.045
C -2.245 1.657 -0.220
C -1.046 2.584 -0.420
N -1.063 3.796 0.395
H -0.070 2.019 2.221
H -0.869 2.744 3.633
H -2.201 0.853 3.193
H -3.122 2.159 2.447
H -1.265 0.185 1.006
H -3.027 0.100 1.042
H -2.298 0.987 -1.091
H -3.164 2.264 -0.226
H -0.115 2.028 -0.223
H -1.001 2.911 -1.466
H -1.439 4.625 -0.053
H 0.983 4.830 0.613
O 1.307 5.106 1.567
H 1.916 4.412 1.837

Results
* E: -441.657662 Ha
* frontier orbital gap: 0.372 hartree

---

3.
DFT (wB97M-V/def2-TZVPD) results for a molecular structure, C4H9N3O2 in a non-equilibrium geometry.

Atoms and positions in Å:
C 0.085 -1.257 1.422
C -0.125 -0.807 0.005
C 1.908 -0.489 -0.906
N -0.712 -1.569 -0.817
N 1.929 0.256 -1.807
H -0.761 -1.157 -1.753
H 0.468 1.032 -1.832
H 2.408 -1.150 -0.222
H 0.494 -0.454 2.034
H 0.801 -2.080 1.464
H -0.854 -1.578 1.877
C -0.486 1.054 -0.154
N -1.765 1.219 0.380
O 0.439 1.672 0.651
O -0.445 1.308 -1.468
H 1.028 2.231 0.130
H -1.921 0.785 1.281
H -2.490 0.987 -0.285

Results
* E: -472.466813 Ha
* frontier orbital gap: 0.301 hartree

---

4.
DFT (wB97M-V/def2-TZVPD) results for a single C4H5NO molecule in a non-equilibrium geometry.

Atoms and positions in Å:
C 0.480 0.726 1.061
C 0.059 -0.585 0.384
C -0.881 -0.284 -0.757
O -2.074 -0.147 -0.653
C -0.224 -0.101 -2.079
N 0.306 0.026 -3.099
H 0.987 1.395 0.358
H 1.166 0.523 1.887
H -0.393 1.245 1.463
H -0.471 -1.226 1.093
H 0.942 -1.116 0.013

Results
* E: -285.386965 Ha
* frontier orbital gap: 0.396 hartree

---

5.
DFT (wB97M-V/def2-TZVPD) results for a molecular structure, C4H5KMgO2 in a non-equilibrium geometry.

Atoms and positions in Å:
C 1.066 0.164 -0.823
C -0.133 1.015 -0.626
C -1.195 0.091 -0.105
C -1.004 -0.719 0.975
O -1.846 -1.590 1.427
O 2.220 0.492 -0.524
K 4.381 2.436 -0.093
Mg -1.950 -3.551 1.750
H -0.319 1.237 -1.725
H 0.900 -0.871 -1.183
H 0.076 1.863 0.040
H -2.138 0.031 -0.655
H -0.059 -0.599 1.541

Results
* E: -1105.822377 Ha
* frontier orbital gap (alpha / beta): 0.053 / 0.053 hartree

---

6.
DFT (wB97M-V/def2-TZVPD) results for 10 unconnected molecules or ions with the total composition C40H70O15 in a non-equilibrium geometry.

Atoms and positions in Å:
C 2.637 3.261 0.019
C 3.477 4.275 0.718
C 2.708 5.590 0.606
O 1.438 5.231 -0.022
C 1.786 4.026 -0.848
H 2.163 2.658 0.794
H 3.167 2.508 -0.563
H 4.411 4.425 0.176
H 3.767 4.138 1.759
H 3.333 6.238 -0.009
H 2.571 5.976 1.616
H 2.405 4.344 -1.687
H 0.877 3.613 -1.286
C -0.762 -0.546 -1.743
C -0.292 -1.040 -0.368
C -0.261 0.255 0.351
O -1.545 0.747 0.072
C -1.811 0.459 -1.321
H -1.010 -1.442 -2.311
H 0.024 -0.016 -2.282
H 0.621 -1.634 -0.409
H -0.955 -1.776 0.086
H 0.634 0.846 0.159
H -0.101 0.142 1.423
H -1.558 1.327 -1.930
H -2.822 0.125 -1.552
C 1.970 -1.396 3.491
C 2.506 -0.180 4.199
C 2.818 0.841 2.985
O 2.566 0.109 1.769
C 2.690 -1.287 2.140
H 0.904 -1.522 3.300
H 2.193 -2.332 4.004
H 3.334 -0.435 4.860
H 1.728 0.247 4.832
H 3.874 1.110 3.024
H 2.179 1.711 2.840
H 3.724 -1.629 2.109
H 2.228 -1.978 1.434
C -0.005 -4.805 3.358
C 0.123 -6.367 3.275
C 0.081 -6.504 1.764
O -0.905 -5.577 1.269
C -0.801 -4.375 2.123
H 1.027 -4.452 3.356
H -0.378 -4.488 4.332
H -0.791 -6.759 3.721
H 1.049 -6.611 3.795
H -0.137 -7.551 1.553
H 1.055 -6.440 1.279
H -1.798 -4.003 2.359
H -0.130 -3.620 1.714
C -3.626 4.746 -2.408
C -3.166 5.145 -1.028
C -1.792 4.448 -0.964
O -1.353 4.450 -2.297
C -2.301 4.993 -3.172
H -4.372 5.521 -2.583
H -4.066 3.749 -2.445
H -3.912 4.816 -0.305
H -3.029 6.215 -0.871
H -2.040 3.468 -0.557
H -1.121 5.047 -0.347
H -2.274 4.521 -4.154
H -2.106 6.041 -3.402
O -4.569 -2.153 4.334
C -3.562 -1.539 4.627
O -2.271 -1.852 4.345
C -1.359 -0.833 4.686
C -2.169 -0.132 5.857
C -3.615 -0.276 5.421
H -1.133 -0.208 3.821
H -0.467 -1.352 5.034
H -1.875 0.841 6.250
H -2.050 -0.808 6.704
H -3.842 0.440 4.631
H -4.444 -0.194 6.124
O -1.237 3.387 6.307
C -1.199 3.688 5.126
O -2.147 4.334 4.479
C -1.690 4.565 3.170
C -0.562 3.670 2.802
C -0.134 3.171 4.238
H -1.346 5.585 2.999
H -2.489 4.552 2.429
H 0.103 4.344 2.262
H -0.937 2.880 2.152
H 0.817 3.588 4.567
H 0.000 2.094 4.340
O 2.292 -3.205 -8.174
C 1.507 -3.365 -7.222
O 1.152 -4.647 -6.796
C 0.390 -4.610 -5.616
C 0.420 -3.086 -5.176
C 0.878 -2.310 -6.392
H 1.005 -5.117 -4.873
H -0.544 -5.168 -5.680
H 0.971 -2.994 -4.240
H -0.558 -2.839 -4.763
H 1.506 -1.510 -5.999
H 0.012 -1.849 -6.867
O 5.341 -3.233 0.660
C 4.772 -3.318 -0.378
O 3.479 -3.433 -0.432
C 2.945 -3.430 -1.701
C 4.034 -2.858 -2.559
C 5.333 -3.155 -1.808
H 1.950 -2.985 -1.728
H 2.680 -4.448 -1.983
H 3.841 -1.786 -2.605
H 4.017 -3.312 -3.550
H 6.090 -2.371 -1.793
H 5.681 -4.157 -2.056
O -0.575 0.809 -5.127
C -1.713 0.548 -4.754
O -2.478 1.562 -4.278
C -3.911 1.218 -4.333
C -3.968 -0.204 -4.932
C -2.530 -0.700 -4.824
H -4.371 1.766 -5.155
H -4.388 1.298 -3.356
H -4.534 -0.164 -5.863
H -4.711 -0.798 -4.400
H -2.211 -1.150 -5.765
H -2.469 -1.395 -3.987

Results
* E: -2694.538544 Ha
* frontier orbital gap: 0.357 hartree

---

7.
DFT (wB97M-V/def2-TZVPD) results for a molecular structure, C2H3FFeO in a non-equilibrium geometry.

Atoms and positions in Å:
H 0.319 -1.702 0.176
O 0.864 -0.731 0.295
C -0.271 0.054 0.188
C -0.777 0.954 -0.854
Fe 2.660 -0.310 0.068
H -0.312 0.630 1.136
H -0.833 -0.695 -0.637
F -1.650 1.800 -0.373

Results
* E: -1515.076701 Ha
* charge: +3
* 2S+1: 6
* frontier orbital gap (alpha / beta): 0.350 / 0.351 hartree

---

8.
DFT (wB97M-V/def2-TZVPD) results for 5 unconnected molecules or ions with the total composition C17H50BClNO18P4 in a non-equilibrium geometry.

Atoms and positions in Å:
C -2.327 1.178 -1.600
C -2.790 0.445 -2.867
O -3.304 -0.881 -2.606
B -4.385 -0.860 -1.783
O -4.400 -1.653 -0.685
N -5.508 0.124 -2.178
C -6.906 -0.337 -1.876
Cl -7.224 -0.340 -0.114
C -7.862 0.720 -2.489
C -9.343 0.471 -2.154
H -3.157 1.627 -1.021
H -1.660 2.013 -1.849
H -1.770 0.491 -0.948
H -3.502 1.101 -3.399
H -1.935 0.335 -3.540
H -4.237 -1.123 0.112
H -5.378 1.049 -1.754
H -5.462 0.231 -3.199
H -7.116 -1.320 -2.310
H -7.546 1.694 -2.078
H -7.691 0.800 -3.576
H -9.662 1.071 -1.294
H -9.544 -0.574 -1.884
H -9.994 0.733 -2.994
C 1.951 -3.376 3.417
O 1.270 -3.959 2.306
P 0.248 -2.959 1.442
O 1.034 -1.692 1.442
O -0.891 -3.002 2.626
C -1.291 -4.282 3.148
O -0.885 -2.476 0.298
C -2.129 -3.179 0.174
H 2.308 -4.193 4.044
H 2.808 -2.800 3.073
H 1.284 -2.745 4.006
H -0.860 -4.418 4.139
H -0.970 -5.103 2.507
H -2.378 -4.302 3.225
H -2.824 -2.824 0.934
H -1.989 -4.255 0.272
H -2.539 -2.965 -0.805
C -2.066 1.190 -8.553
O -1.009 0.776 -7.696
P -0.478 1.892 -6.546
O -1.854 2.415 -6.225
O 0.288 2.771 -7.698
C 1.268 2.118 -8.526
O 0.203 2.827 -5.322
C 1.624 3.076 -5.309
H -2.069 0.513 -9.407
H -3.022 1.112 -8.040
H -1.912 2.209 -8.908
H 0.851 1.961 -9.521
H 1.576 1.157 -8.115
H 2.142 2.763 -8.603
H 1.858 3.893 -5.990
H 2.180 2.184 -5.594
H 1.915 3.366 -4.301
C 2.306 6.534 -2.135
O 3.439 6.409 -1.286
P 3.938 4.848 -0.924
O 3.719 4.189 -2.243
O 2.666 4.659 0.105
C 2.436 5.665 1.104
O 4.749 3.569 -0.207
C 4.880 3.510 1.222
H 1.928 7.550 -2.017
H 2.594 6.386 -3.174
H 1.522 5.829 -1.856
H 1.572 6.266 0.819
H 3.297 6.322 1.231
H 2.229 5.171 2.053
H 3.967 3.103 1.657
H 5.086 4.494 1.642
H 5.708 2.846 1.459
C 4.429 -6.605 9.253
O 3.897 -5.284 9.196
P 3.901 -4.543 7.694
O 3.545 -5.699 6.822
O 5.521 -4.284 7.758
C 6.075 -3.671 8.935
O 3.701 -3.358 6.522
C 4.284 -2.059 6.721
H 4.647 -6.816 10.300
H 3.694 -7.323 8.896
H 5.349 -6.687 8.675
H 6.598 -4.426 9.522
H 5.308 -3.209 9.555
H 6.785 -2.905 8.625
H 5.337 -2.085 6.444
H 4.180 -1.733 7.755
H 3.767 -1.352 6.075

Results
* E: -3936.958695 Ha
* charge: +1
* frontier orbital gap: 0.269 hartree

---

9.
DFT (wB97M-V/def2-TZVPD) results for 4 unconnected molecules or ions with the total composition C12H35B4NO13S3 in a non-equilibrium geometry.

Atoms and positions in Å:
C -2.476 -6.745 4.157
C -1.280 -5.828 4.412
C -1.435 -4.958 5.682
B -0.702 -3.588 5.575
O -1.226 -2.555 4.787
B -1.175 -1.323 5.405
O 0.003 -0.977 6.040
B 0.539 -2.001 6.837
B 1.117 -1.680 8.429
N 2.500 -1.549 8.729
O 0.251 -1.556 9.497
O 0.453 -3.276 6.288
H -2.937 -7.056 5.096
H -3.238 -6.252 3.554
H -2.176 -7.653 3.634
H -1.125 -5.186 3.543
H -0.382 -6.438 4.519
H -1.101 -5.512 6.559
H -2.499 -4.737 5.818
H -2.150 -0.640 5.488
H 2.695 -1.173 9.649
H 3.084 -1.086 8.049
H -0.654 -1.863 9.343
O 1.873 3.192 3.192
S 0.907 2.350 2.556
O 1.200 1.844 1.247
O -0.492 3.077 2.532
C -0.534 4.435 1.996
C -0.484 4.472 0.486
C 0.464 1.018 3.609
H 0.276 5.006 2.450
H -1.477 4.821 2.376
H 0.483 4.157 0.099
H -0.665 5.494 0.153
H -1.247 3.823 0.057
H 0.217 1.412 4.591
H 1.330 0.363 3.669
H -0.378 0.497 3.160
O 0.516 1.982 -2.606
S 1.836 2.540 -2.591
O 1.979 3.949 -2.382
O 2.574 2.118 -3.932
C 1.880 2.393 -5.178
C 2.017 3.830 -5.626
C 2.857 1.680 -1.460
H 0.834 2.102 -5.073
H 2.350 1.718 -5.891
H 1.492 4.507 -4.955
H 1.590 3.928 -6.625
H 3.066 4.125 -5.656
H 2.757 0.612 -1.632
H 2.480 1.954 -0.477
H 3.883 2.012 -1.599
O -2.841 -0.641 -6.573
S -1.521 -0.104 -6.705
O -1.332 1.312 -6.616
O -0.884 -0.641 -8.054
C -1.669 -0.476 -9.267
C -1.618 0.935 -9.805
C -0.423 -0.902 -5.590
H -2.690 -0.801 -9.063
H -1.219 -1.184 -9.960
H -2.127 1.634 -9.144
H -2.106 0.961 -10.781
H -0.586 1.264 -9.921
H -0.551 -1.977 -5.682
H -0.698 -0.558 -4.594
H 0.593 -0.600 -5.827

Results
* E: -2805.390512 Ha
* frontier orbital gap: 0.390 hartree

---

10.
DFT (wB97M-V/def2-TZVPD) results for a molecular structure, C6H12NO3 in a non-equilibrium geometry.

Atoms and positions in Å:
C 2.774 0.714 -0.243
C 1.870 -0.071 -0.119
C 4.025 1.395 0.089
C -1.938 -0.678 0.340
C -3.026 0.405 0.359
C 0.808 -1.021 -0.289
N -0.612 -0.068 0.458
O -2.734 1.259 -0.831
O 0.826 -2.050 0.585
O 0.426 -1.432 -1.461
H 4.647 1.052 -0.721
H 3.747 2.379 0.274
H 4.360 1.108 1.164
H -1.875 -1.354 -0.621
H -2.259 -1.265 1.121
H -4.067 0.113 0.385
H -3.002 0.971 1.213
H -0.347 -0.091 1.439
H -0.813 0.882 0.194
H -3.421 1.558 -1.432
H 0.599 -2.904 0.229
H 0.012 -0.903 -2.131

Results
* E: -515.916867 Ha
* charge: +1
* frontier orbital gap: 0.414 hartree

---

11.
DFT (wB97M-V/def2-TZVPD) results for a single C7H12O molecule in a non-equilibrium geometry.

Atoms and positions in Å:
C 0.466 0.879 -2.580
C 0.880 -0.386 -1.808
C 0.964 -0.058 -0.305
C 2.098 0.413 0.214
C -1.830 -0.212 2.428
O -2.574 -1.372 2.004
C -0.559 -0.026 1.707
C -0.243 -0.300 0.444
H 1.048 1.716 -2.189
H 0.666 0.798 -3.635
H -0.568 1.166 -2.348
H 0.112 -1.158 -1.913
H 1.749 -0.845 -2.270
H 2.994 0.641 -0.348
H 2.099 0.665 1.260
H -2.615 0.570 2.261
H -1.726 -0.314 3.534
H -2.118 -1.760 1.261
H 0.245 0.365 2.344
H -1.089 -0.783 -0.062

Results
* E: -349.088548 Ha
* frontier orbital gap: 0.342 hartree

---

12.
DFT (wB97M-V/def2-TZVPD) results for 2 unconnected molecules or ions with the total composition C11H17N4 in a non-equilibrium geometry.

Atoms and positions in Å:
C 4.191 -1.134 -1.760
C 1.091 -0.686 0.344
C 2.434 -0.530 0.141
C 2.850 -1.038 -1.142
C 1.677 -1.595 -1.620
C 0.488 -0.281 1.526
C 1.286 0.346 2.501
C 2.675 0.582 2.328
C 3.265 0.137 1.155
N 0.545 -1.225 -0.803
H -0.566 -0.239 1.677
H 0.761 0.690 3.389
H -0.223 -1.834 -1.022
H 3.312 0.985 3.078
H 1.520 -2.201 -2.455
H 4.322 0.165 0.825
H 4.307 -0.244 -2.460
H 4.498 -2.112 -2.243
H 4.941 -0.942 -0.971
C -3.563 1.239 1.541
C -3.684 0.880 -0.858
N -3.847 0.452 0.410
N -3.033 2.122 -1.066
N -3.846 0.067 -1.996
H -4.513 -0.370 0.752
H -2.567 2.637 -0.173
H -2.701 2.430 -1.887
H -4.703 -0.427 -2.165
H -3.011 -0.276 -2.361
H -3.135 0.485 2.273
H -4.410 1.790 1.741
H -2.821 2.035 1.260

Results
* E: -648.079154 Ha
* charge: +1
* frontier orbital gap: 0.231 hartree

---

13.
DFT (wB97M-V/def2-TZVPD) results for 2 unconnected molecules or ions with the total composition C18H22O5S in a non-equilibrium geometry.

Atoms and positions in Å:
C 1.252 -0.765 -0.532
C 0.658 -1.932 -1.242
C -0.975 -2.290 -1.258
O -1.360 -3.069 -2.306
O -1.925 -1.771 -0.261
C -2.258 -2.766 0.770
S -0.787 -3.827 1.321
C -3.400 -3.776 0.083
C -4.497 -3.046 -0.668
C -2.963 -2.154 2.121
C -2.209 -0.848 2.765
C -2.471 0.561 1.903
C -3.986 1.149 1.646
C -4.132 2.524 0.735
C -2.761 3.225 0.120
C -1.248 2.654 0.401
C -1.083 1.276 1.311
H 1.699 -0.907 0.560
H 1.381 0.322 -0.994
H 1.373 -2.651 -1.841
H 0.394 -3.018 1.346
H -3.347 -4.941 0.201
H -5.289 -3.570 -1.352
H -4.597 -1.867 -0.548
H -2.957 -3.035 2.925
H -4.117 -1.913 1.950
H -2.736 -0.648 3.818
H -1.070 -1.009 3.013
H -4.897 0.564 2.101
H -5.178 2.992 0.486
H -2.881 4.187 -0.535
H -0.247 3.127 0.003
H 0.001 0.823 1.511
C 6.550 1.372 -2.104
C 5.118 1.539 -1.640
C 4.493 2.836 -2.058
O 3.498 3.024 -1.067
C 3.950 2.386 0.055
O 3.445 2.491 1.160
O 5.046 1.618 -0.226
H 7.013 0.510 -1.612
H 6.598 1.228 -3.188
H 7.158 2.245 -1.841
H 4.517 0.678 -1.958
H 4.044 2.784 -3.055
H 5.182 3.686 -2.020

Results
* E: -1472.805796 Ha
* frontier orbital gap: 0.223 hartree